3 unconnected molecules or ions with the total composition C19H34F3N2O9S. Source: the OMol25 dataset; level of theory: ωB97M-V with the def2-TZVPD basis set.

```
! wB97M-V def2-TZVPD RIJCOSX def2/J DEFGRID3
* xyz 0 2
C 4.93486 -2.41033 -1.85351
C 3.87931 -1.39759 -2.15798
C 4.37472 -0.11216 -2.79690
N 2.62660 -1.48328 -1.88519
C 1.76653 -2.31251 -2.62746
S 2.03967 -4.15155 -2.32153
O 2.42901 -4.33406 -0.95930
O 3.00821 -4.67704 -3.23846
C 0.51065 -5.17816 -2.57961
F -0.35143 -4.98235 -1.61624
F -0.03665 -4.98041 -3.75612
F 0.85884 -6.43647 -2.50960
C 0.32550 -2.01281 -2.10233
C -0.10717 -0.55434 -2.37121
C 0.31461 0.41982 -1.26877
C -1.67640 -0.55492 -2.31686
N 0.27269 -0.04269 -3.71241
O 1.09227 0.94495 -3.68897
C 0.63964 -1.10710 -4.66806
C -0.60600 -1.87064 -5.21296
C 1.22498 -0.39196 -5.90942
C 1.74715 -2.06533 -4.16208
H 4.66264 -3.10467 -1.06383
H 5.84819 -1.87001 -1.58855
H 5.19556 -2.99549 -2.74218
H 4.90281 0.45291 -2.02036
H 3.50203 0.48055 -3.07396
H 4.99562 -0.30706 -3.67159
H -0.41721 -2.66840 -2.56016
H 0.30555 -2.18267 -1.02572
H -0.13599 1.39198 -1.45528
H 1.39015 0.57622 -1.23707
H -0.00629 0.02264 -0.30535
H -2.10967 -0.60691 -3.31221
H -2.01013 0.38283 -1.87095
H -2.06278 -1.34947 -1.67508
H -1.42705 -1.16049 -5.30837
H -0.33931 -2.17700 -6.22125
H -0.88092 -2.73121 -4.60797
H 1.35757 -1.10517 -6.72585
H 0.59490 0.42917 -6.24966
H 2.22105 -0.00219 -5.70463
H 1.54173 -3.03385 -4.63051
H 2.69668 -1.73217 -4.57704
C -1.09965 -0.10856 2.76860
O -2.05926 0.78206 2.19668
C -2.71128 1.53391 3.08407
O -2.55381 1.51522 4.27977
O -3.56768 2.31096 2.42330
C -4.34038 3.17756 3.25867
H -0.64067 -0.65786 1.95076
H -0.32358 0.44611 3.29396
H -1.58115 -0.81762 3.44014
H -3.69391 3.86336 3.80414
H -4.95192 2.60044 3.95019
H -4.99216 3.75156 2.60568
C -1.29430 3.29583 6.46179
O -2.40374 3.54908 7.32992
C -2.21444 4.54846 8.19076
O -1.22247 5.22484 8.28749
O -3.32071 4.67284 8.93216
C -3.25958 5.71457 9.90587
H -1.57538 2.46741 5.81472
H -1.08297 4.16984 5.84579
H -0.41250 3.01707 7.03799
H -3.12594 6.68303 9.42603
H -2.45677 5.52944 10.61799
H -4.20848 5.71179 10.43606
*
```

Values from the calculation:
LUMO level (alpha / beta)   0.00 / -0.03 eV
HOMO level (alpha / beta)   -8.67 / -8.72 eV
Max |F|   2.73 eV/Å

***

3 unconnected molecules or ions with the total composition C17H48IN7O2P3. Source: the OMol25 dataset; level of theory: ωB97M-V with the def2-TZVPD basis set.

```
! wB97M-V def2-TZVPD RIJCOSX def2/J DEFGRID3
* xyz -1 1
C -2.74886 -1.29903 1.62881
P -2.62120 -1.48481 -0.25334
C -0.82247 -1.54093 -0.82579
N -3.59224 -0.35117 -1.12888
C -2.89075 0.90530 -1.41722
C -2.65728 1.82731 -0.12111
C -1.11713 1.93669 0.24294
I -0.08000 3.48337 -0.90657
H -1.75097 -1.14986 2.13420
H -3.45111 -0.50132 1.98013
H -3.14929 -2.27345 2.02900
H -0.52484 -0.76002 -1.56932
H -0.64064 -2.58097 -1.21082
H -0.13403 -1.44749 0.07146
H -3.59020 1.51232 -2.07335
H -1.93741 0.79832 -2.01248
H -2.98756 2.87905 -0.34957
H -3.24641 1.41368 0.72971
H -1.06116 2.20309 1.32915
H -0.56863 0.98076 0.08150
O 4.88425 5.53236 1.82091
P 4.91295 6.10122 0.39571
N 6.02231 7.37497 0.78881
C 6.05729 8.73533 0.28929
C 7.35457 6.93272 1.19898
N 3.28782 6.68300 0.43626
C 2.88627 8.05772 0.22160
C 2.38028 6.07208 1.40584
N 4.95807 6.50601 -1.33058
C 3.95472 5.74861 -2.12698
C 6.25605 6.19338 -1.97275
H 6.31655 8.81047 -0.77496
H 6.79460 9.33109 0.83568
H 5.12284 9.26393 0.45177
H 7.95781 6.59247 0.34591
H 7.29350 6.10287 1.90548
H 7.90780 7.72462 1.70795
H 3.07850 8.68036 1.10358
H 1.81417 8.11546 0.00450
H 3.36993 8.49642 -0.65200
H 2.53373 6.47595 2.41350
H 2.51233 4.99197 1.43420
H 1.33740 6.24219 1.12380
H 4.09954 4.66872 -2.02813
H 4.02741 6.01548 -3.18444
H 2.93306 5.97850 -1.83445
H 6.55589 5.15692 -1.79315
H 7.05482 6.84527 -1.62058
H 6.20471 6.35740 -3.05088
O -2.42443 -4.98349 0.50951
P -2.98327 -6.27950 -0.08246
N -4.56623 -6.04223 0.57416
C -5.48772 -7.02665 1.10385
C -5.28177 -4.87332 0.05111
N -2.06339 -7.32413 0.94876
C -2.61806 -8.31963 1.84139
C -0.85414 -6.77062 1.55289
N -3.50128 -7.71712 -0.98678
C -2.36758 -8.44170 -1.61721
C -4.41301 -7.40272 -2.11043
H -5.88434 -7.71671 0.34608
H -6.35016 -6.54012 1.56839
H -5.05527 -7.61475 1.90868
H -5.66409 -5.04484 -0.96464
H -4.62973 -3.99554 0.00954
H -6.12501 -4.59489 0.68616
H -3.03058 -7.86671 2.75074
H -1.84536 -9.03388 2.15000
H -3.38037 -8.92902 1.35479
H -1.08721 -6.14240 2.41986
H -0.29365 -6.17899 0.83029
H -0.18200 -7.57158 1.87976
H -1.80997 -7.79307 -2.30074
H -2.73180 -9.30773 -2.17674
H -1.66865 -8.83729 -0.88356
H -3.99174 -6.63857 -2.77038
H -5.38484 -7.05457 -1.76352
H -4.62135 -8.29655 -2.70280
*
```

Values from the calculation:
LUMO level   1.14 eV
HOMO level   -1.99 eV
Max |F|   8.06 eV/Å

***

2 unconnected molecules or ions with the total composition CH3O2P. Source: the OMol25 dataset; level of theory: ωB97M-V with the def2-TZVPD basis set.

```
! wB97M-V def2-TZVPD RIJCOSX def2/J DEFGRID3
* xyz 0 1
C -1.14476 0.04047 0.22465
O 3.18996 0.16060 -0.75241
O -0.03504 0.78092 -0.02264
P 2.16812 -0.60356 -0.14228
H -1.05197 -0.61774 -0.57750
H -2.08723 0.59782 -0.05930
H -1.03907 -0.35850 1.32947
*
```

Values from the calculation:
LUMO level (alpha / beta)   -1.71 / -1.85 eV
HOMO level (alpha / beta)   -9.11 / -8.04 eV
Max |F|   4.29 eV/Å

***

How do the records compare in ΔE to the lowest compared entry with this formula, charge and spin? In the order shown, they have 1.282, 5.610, 4.078 eV.
How do the records compare in M? In the order shown, they have 523.55, 602.44, 78.01 g/mol.